# 1
77
Properties=species:S:1:pos:R:3:mulliken_charge:R:1 method="wB97M-V/def2-TZVPD" energy_ha=-15497.7190 homo_lumo_gap_ev=1.2 total_charge=-2 lumo_ev=0.140
C 0.84753 2.21080 6.74432 -0.4848
O 1.54099 2.79998 5.61991 -0.3421
C 1.26855 4.21561 5.50280 -0.5604
N -0.20098 4.52603 5.45309 0.5699
C -1.08977 3.89540 4.61426 -0.2996
N -0.80083 2.85287 3.60788 -0.4737
C -1.03742 3.30715 2.38686 0.8499
O -0.97921 3.86867 1.25780 -0.3901
C -2.48493 4.55708 5.01105 -0.1546
P -4.01777 4.28005 3.93258 0.2637
C -5.55901 4.37058 5.05305 -0.8945
O -3.93659 2.61569 3.46414 -0.4536
C -2.02075 6.03907 5.38997 -0.4965
S -3.29926 6.99448 6.46198 1.0790
O -2.66057 8.30201 7.08052 -0.7619
O -4.52389 7.40679 5.65030 -0.6222
F -3.74297 5.87188 7.81080 -0.4822
C -0.77698 5.58490 6.35676 -0.7277
H -0.13963 1.75516 6.34433 0.1366
H 0.56471 3.00489 7.52053 0.2097
H 1.42294 1.36852 7.25648 0.2723
H 1.77866 4.71700 6.40746 0.3910
H 1.73034 4.59394 4.51380 0.3395
H -2.83013 4.13685 6.04852 0.1989
H -6.07862 5.38246 5.03846 0.2701
H -5.21553 4.09570 6.12065 0.2471
H -6.24478 3.50579 4.70818 0.3743
H -3.54711 2.14659 4.24977 0.2988
H -1.64846 6.65825 4.49184 0.3674
H -1.22512 5.10916 7.30879 0.2575
H -0.09954 6.50280 6.50564 0.3321
Br -1.14640 5.73552 0.01856 -0.8100
C -1.62426 0.92449 -0.64096 -0.2496
Br -2.56894 1.91773 -2.01064 0.0006
Br -2.43111 1.15561 1.10624 -0.0217
Br -1.44792 -0.95486 -1.10580 -0.0576
H -0.61559 1.33684 -0.58566 0.3060
O 1.85257 -2.78781 -0.95542 -0.5671
H 1.14240 -2.24520 -1.33542 0.2371
H 1.64800 -3.68527 -1.24715 0.3285
K 2.14082 -4.88601 -0.36311 0.9159
Cl 4.82179 -4.54520 -4.03382 -0.3502
C 5.67925 -6.09133 -4.33863 -0.5448
C 4.72432 -7.20745 -4.70584 -0.5215
Cl 3.70190 -7.68379 -3.32810 -0.2205
H 6.26254 -6.33875 -3.44822 0.3556
H 6.37509 -5.91162 -5.16017 0.5152
H 5.28585 -8.09475 -5.00783 0.3500
H 4.07141 -6.91986 -5.53271 0.3807
C -2.79551 -2.47347 -3.96884 -0.7521
O -2.76202 -3.52477 -4.93059 -0.3237
P -3.00802 -2.99920 -6.55782 0.8377
O -3.31713 -4.41752 -7.02421 -0.6634
O -1.40678 -2.67002 -6.72698 -0.3147
C -0.46364 -3.68903 -6.45196 -0.5701
O -3.28566 -2.35111 -8.13459 -0.2417
C -4.44809 -1.53776 -8.22094 -0.7608
H -2.59522 -2.89473 -2.98269 0.2258
H -2.03221 -1.72389 -4.19698 0.3653
H -3.78313 -2.00546 -3.96338 0.3518
H -0.89651 -4.68944 -6.52082 0.3450
H -0.05505 -3.53914 -5.44811 0.1613
H 0.35221 -3.60947 -7.17439 0.2410
H -4.34878 -0.67224 -7.56061 0.3286
H -5.33454 -2.11588 -7.94263 0.3423
H -4.55722 -1.18851 -9.24900 0.2235
C 3.29286 0.29806 -1.36069 0.6878
O 2.33260 0.61169 -0.63784 -0.6126
O 4.24829 -0.45734 -1.00680 -0.6335
O 3.45125 0.67872 -2.55801 -0.5957
Cs -1.44502 9.62808 7.37016 0.5397
Na 6.84156 -3.64014 -3.32471 0.9491
O 8.39136 -7.94493 -1.81700 -0.5783
P 8.63091 -8.27225 -3.30024 0.8477
O 9.93801 -9.06502 -3.43976 -0.5900
O 8.72222 -6.96369 -4.09960 -0.6126
O 7.46295 -9.11475 -3.83996 -0.5580

***

# 2
17
Properties=species:S:1:pos:R:3:mulliken_charge:R:1 method="wB97M-V/def2-TZVPD" energy_ha=-1266.4320 homo_lumo_gap_ev=9.5 e_above_lowest_kcal_mol=0.0 lumo_ev=0.334 smiles=CSSc1ccc(F)c(F)c1
C -3.10826 0.26173 1.18975 -0.6782
S -2.62366 -1.20970 0.15760 -0.0739
S -1.70751 -0.22832 -1.44188 -0.1089
C -0.00330 -0.14167 -0.87894 0.1834
C 0.53943 1.11871 -0.64119 -0.6437
C 1.87425 1.20420 -0.21283 -0.4056
C 2.57768 0.05161 0.01885 0.3432
F 3.88618 0.11959 0.36085 -0.2902
C 2.02477 -1.20071 -0.24385 0.4176
F 2.87125 -2.24479 -0.08188 -0.2929
C 0.72264 -1.29890 -0.67718 -0.5316
H -3.92512 0.81019 0.67796 0.2807
H -2.24412 1.01802 1.34980 0.2145
H -3.51124 -0.08536 2.20530 0.2840
H -0.06863 1.95635 -0.82374 0.5199
H 2.38628 2.15027 -0.18716 0.4029
H 0.30936 -2.28122 -0.77147 0.3789

***

# 3
20
Properties=species:S:1:pos:R:3:mulliken_spin:R:1 method="wB97M-V/def2-TZVPD" energy_ha=-1759.1188 homo_lumo_gap_ev="7.7 / 5.4" e_above_lowest_kcal_mol=0.8 spin_multiplicity=5 total_charge=+3 lumo_ev="-16.157 / -18.413" s_squared=6.036
Mn 0.10251 -1.12201 -0.67811 3.7783
O 3.15777 -1.01759 -0.60774 0.0692
C 2.00823 -1.07420 -0.64452 -0.0701
C -1.80417 -1.11082 -0.67653 -0.0788
O -2.95494 -1.07600 -0.65889 0.0782
C 0.09810 -2.10048 0.96083 -0.0891
O 0.09505 -2.65886 1.96778 0.0442
C 0.10702 -0.15001 -2.32066 -0.1600
O 0.10950 0.46792 -3.29235 0.0777
H 0.52757 -2.61466 -1.56391 0.0572
H -0.27897 -2.62235 -1.57082 0.0650
C -0.35177 2.38076 1.54371 0.0434
C -0.19040 1.40162 0.38497 0.0120
O 0.07395 0.10618 0.86908 0.1509
H -1.18452 2.05537 2.20299 0.0001
H -0.57771 3.39386 1.14932 0.0031
H 0.58507 2.42955 2.13772 0.0035
H -1.13845 1.39935 -0.18971 0.0158
H 0.63180 1.74212 -0.28376 0.0028
H 0.98437 0.17027 1.27061 -0.0034

***

# 4
75
Properties=species:S:1:pos:R:3:mulliken_spin:R:1 method="wB97M-V/def2-TZVPD" energy_ha=-2174.4500 homo_lumo_gap_ev="8.1 / 4.1" e_above_lowest_kcal_mol=0.0 spin_multiplicity=6 total_charge=+2 lumo_ev="-5.622 / -9.572" s_squared=8.798
Ir -0.51266 1.16320 -0.51141 0.8088
C -1.83583 1.19582 -1.97661 0.1674
C -0.86621 0.13721 -2.20826 0.0398
C 0.15985 0.32302 -3.29994 0.0741
C 1.25071 1.32956 -2.91586 -0.0094
C 1.10627 1.81342 -1.49622 -0.0817
C 0.17833 2.89162 -1.15820 0.1825
C -0.72952 3.48719 -2.20274 0.0197
C -1.77111 2.48760 -2.74846 0.0471
C 0.59000 1.35735 1.23074 0.3431
H -2.82744 0.83445 -1.68766 0.0189
H -1.18253 -0.90207 -2.05144 -0.0272
H -0.31802 0.63553 -4.24031 0.0013
H 0.62932 -0.65072 -3.48815 0.0062
H 2.23256 0.84138 -3.00673 -0.0044
H 1.27644 2.18455 -3.60672 0.0018
H 2.04340 1.77889 -0.93935 0.0099
H 0.52839 3.56073 -0.37086 -0.0036
H -0.13206 3.90835 -3.02462 0.0095
H -1.26473 4.32593 -1.72532 -0.0037
H -2.75867 2.95636 -2.66085 0.0064
H -1.56847 2.28594 -3.80531 0.0295
H 0.17422 2.31475 1.57415 -0.0139
H 1.66274 1.44963 1.01197 0.0052
H 0.41111 0.57283 1.98467 -0.0116
P 2.49561 -1.54084 0.06071 0.2585
P 0.20544 -1.35840 0.32221 0.6537
N 3.92423 -0.80172 -0.50276 0.0435
N 3.05879 -2.20471 1.52430 0.0043
N -4.25024 1.35439 -0.41147 -0.0475
N -1.47339 -1.90330 1.21289 0.1449
C 1.90035 -2.82438 -1.05270 0.0143
C 0.37005 -2.82874 -0.73326 0.0417
C 4.55759 0.40373 -0.13513 -0.0138
C 5.84692 0.38089 -0.62040 0.0125
C 6.04737 -0.88031 -1.27500 0.0011
C 4.87173 -1.59557 -1.18036 0.0193
C 3.42461 -1.42367 2.65405 0.0114
C 4.18882 -2.22312 3.48336 0.0020
C 4.30721 -3.51854 2.86697 0.0069
C 3.59507 -3.49173 1.67501 0.0068
C -4.08805 2.70209 -0.23769 0.3344
C -5.36230 3.31651 -0.11283 0.0162
C -6.31708 2.26689 -0.20885 0.2412
C -5.56981 1.06053 -0.36951 0.3525
C -2.77941 -1.85852 0.73297 0.3352
C -3.65937 -2.30462 1.73422 0.0530
C -2.86092 -2.57329 2.88807 0.2136
C -1.52794 -2.31398 2.53787 0.3473
H 2.35799 -3.80469 -0.88039 0.0092
H 2.07213 -2.52083 -2.09832 -0.0063
H -0.27777 -2.77034 -1.61900 0.0232
H 0.07310 -3.74166 -0.18708 0.0036
H 4.01010 1.18005 0.38957 -0.0011
H 6.58893 1.16367 -0.51454 0.0003
H 6.95379 -1.22176 -1.74827 0.0010
H 4.59933 -2.57660 -1.55633 0.0001
H 3.04832 -0.41443 2.75386 -0.0018
H 4.63067 -1.92018 4.42564 0.0000
H 4.86969 -4.35152 3.24982 0.0006
H 3.39022 -4.25575 0.94247 0.0001
H -3.11567 3.18914 -0.19664 0.1166
H -5.51681 4.38299 0.01792 -0.0019
H -7.39154 2.33986 -0.17535 0.0022
H -5.93752 0.04215 -0.45130 0.0063
H -3.00587 -1.54142 -0.27763 0.0540
H -4.73739 -2.40465 1.63216 0.0040
H -3.20821 -2.89970 3.85806 -0.0028
H -0.63240 -2.35555 3.14407 0.0151
B -2.87438 1.11918 3.42161 0.0107
C -2.39013 0.94138 1.99701 -0.0088
N -1.94811 0.74670 0.92036 0.0812
H -4.04456 0.86895 3.54072 -0.0019
H -2.67332 2.28744 3.73228 0.0150
H -2.22192 0.39545 4.15007 0.0124